A 3-piece molecular cluster, C2H2ClINO2 overall, computed with ωB97M-V with the def2-TZVPD basis set.

Each line ends with the Löwdin charge.
Positions of all 9 atoms, in Å:
C 0.4798 1.3743 -1.1707  -0.860
C 1.5140 -0.9199 1.8733  0.146
N 0.0915 0.0804 -0.6138  -0.274
O 0.8025 0.9095 -2.2943  0.095
O 0.3798 2.4518 -0.6618  0.086
Cl -1.5183 -0.2550 -0.6852  0.741
I -4.3744 -2.5164 0.6488  -0.825
H 0.9170 -1.3620 0.9787  -0.063
H 1.7080 0.2373 1.9251  -0.046

Summary:
Gap between HOMO and LUMO (spin up / spin down) = 3.60 / 3.67 eV
Net charge = -1



C27H65AlClO17S5 as an isolated structure, computed with ωB97M-V with the def2-TZVPD basis set.

Each line ends with the Löwdin charge.
Positions of all 116 atoms, in Å:
C -5.0607 0.7283 5.3064  -0.119
C -5.7162 1.2563 3.9879  -0.258
C -5.0587 0.4971 2.7702  -0.212
C -6.1249 -0.4258 2.1193  -0.252
C -5.6187 -1.0700 0.7869  -0.284
C -6.4513 -2.3976 0.5809  -0.271
Al -5.5018 -3.9533 1.5316  0.348
C -3.6559 -4.1284 0.6730  -0.214
C -2.4916 -4.3084 1.7139  -0.305
O -1.7689 -3.0801 1.7498  -0.207
C -1.2657 -2.7759 3.0359  -0.269
C -2.3735 -2.4145 4.0801  -0.076
C -6.5928 -5.6961 1.4704  -0.221
C -6.7078 -6.3904 2.7828  -0.906
O -7.6090 -6.3042 3.5119  0.014
Cl -5.3435 -7.4990 3.3308  0.494
H -5.2456 -0.3617 5.3148  0.075
H -5.4893 1.2250 6.1941  0.061
H -3.9563 0.8868 5.2560  0.049
H -5.6195 2.3542 3.9015  0.089
H -6.7948 1.0134 4.0022  0.089
H -4.6831 1.2403 2.0460  0.104
H -4.2521 -0.1266 3.1931  0.083
H -6.3622 -1.2561 2.8095  0.087
H -7.0427 0.1705 1.9642  0.105
H -5.8720 -0.3602 -0.0257  0.092
H -4.5365 -1.2784 0.8506  0.080
H -7.4227 -2.2208 1.0862  0.036
H -6.6211 -2.6091 -0.4964  0.034
H -5.3198 -3.5730 3.0897  -0.021
H -3.6603 -4.9250 -0.0974  0.038
H -3.4563 -3.1792 0.1349  0.041
H -1.8788 -5.1595 1.3293  0.103
H -2.8869 -4.6303 2.6936  0.087
H -0.5497 -3.5306 3.4259  0.114
H -0.6684 -1.8492 2.9128  0.109
H -2.0189 -1.5566 4.6733  0.064
H -2.5543 -3.2717 4.7551  0.070
H -3.3383 -2.1984 3.5968  0.042
H -6.0666 -6.3885 0.7837  0.053
H -7.6155 -5.4893 1.1119  0.068
O -1.9598 2.3320 5.6442  -0.272
S -0.6470 2.6993 5.2129  0.576
O 0.3566 1.7141 4.9561  -0.271
O -0.0553 3.7930 6.2252  -0.266
C 0.0075 3.4558 7.6195  -0.261
C 1.1144 2.4634 7.9213  -0.077
C -0.7721 3.7442 3.7987  -0.118
H -0.9615 3.0840 7.9604  0.116
H 0.2021 4.3870 8.1514  0.118
H 0.9209 1.4996 7.4512  0.070
H 1.1991 2.3005 8.9970  0.079
H 2.0698 2.8248 7.5383  0.084
H -1.5084 4.5199 3.9942  0.073
H -1.0898 3.1221 2.9633  0.080
H 0.2053 4.1740 3.5918  0.073
O 2.2581 0.2824 -0.2712  -0.285
S 1.0675 0.3775 -1.0665  0.579
O -0.2182 0.5429 -0.4670  -0.260
O 1.0189 -0.8510 -2.0842  -0.275
C 1.0766 -2.1931 -1.5576  -0.248
C -0.2209 -2.6121 -0.8944  -0.068
C 1.2886 1.6393 -2.2759  -0.124
H 1.9215 -2.2902 -0.8716  0.115
H 1.2727 -2.8464 -2.4086  0.116
H -0.4237 -2.0206 -0.0046  0.060
H -0.1796 -3.6591 -0.5928  0.087
H -1.0625 -2.4705 -1.5742  0.091
H 2.2516 1.5010 -2.7607  0.056
H 1.2620 2.5972 -1.7601  0.077
H 0.4755 1.5840 -2.9966  0.071
O 3.7705 3.5098 -3.3089  -0.282
S 4.2844 4.0486 -4.5328  0.575
O 4.7869 3.1969 -5.5655  -0.271
O 5.3871 5.1519 -4.1860  -0.263
C 6.4991 4.7599 -3.3587  -0.250
C 7.4923 3.8896 -4.1037  -0.072
C 3.0887 5.1339 -5.2399  -0.115
H 6.1388 4.2635 -2.4551  0.114
H 6.9885 5.6824 -3.0480  0.121
H 7.0517 2.9317 -4.3784  0.070
H 8.3659 3.6897 -3.4821  0.083
H 7.8131 4.3758 -5.0264  0.083
H 2.7233 5.8097 -4.4705  0.075
H 2.2751 4.5181 -5.6207  0.077
H 3.5525 5.6828 -6.0560  0.075
O 7.5606 0.9216 -1.0095  -0.291
S 6.8181 0.3430 0.0736  0.582
O 7.2526 0.4918 1.4303  -0.281
O 6.5958 -1.2142 -0.2284  -0.259
C 7.7511 -2.0292 -0.4729  -0.261
C 8.5349 -2.3107 0.7952  -0.078
C 5.1321 0.8379 -0.0379  -0.131
H 8.3831 -1.5669 -1.2350  0.114
H 7.3818 -2.9681 -0.8847  0.120
H 8.9690 -1.3981 1.2030  0.067
H 9.3495 -3.0087 0.5943  0.078
H 7.8849 -2.7317 1.5632  0.085
H 4.7852 0.6939 -1.0571  0.069
H 5.0836 1.8914 0.2320  0.082
H 4.5430 0.2503 0.6600  0.067
O 0.3469 0.8824 -9.2922  -0.276
S -0.5608 1.1191 -8.2109  0.573
O -0.3107 2.1428 -7.2414  -0.284
O -0.8370 -0.2590 -7.4533  -0.261
C 0.2895 -0.9908 -6.9361  -0.248
C 0.8730 -0.3396 -5.6989  -0.075
C -2.1874 1.3454 -8.8527  -0.123
H 1.0465 -1.1160 -7.7136  0.116
H -0.0797 -1.9837 -6.6821  0.124
H 1.3049 0.6343 -5.9316  0.069
H 1.6616 -0.9603 -5.2714  0.086
H 0.0995 -0.1798 -4.9466  0.082
H -2.4012 0.5528 -9.5653  0.074
H -2.2103 2.3149 -9.3468  0.075
H -2.8955 1.3320 -8.0273  0.076

Summary:
Gap between HOMO and LUMO = 6.35 eV
Net charge = -1



C3H4N4O in the gas phase, computed with ωB97M-V with the def2-TZVPD basis set.

Each line ends with the Löwdin charge.
Positions of all 12 atoms, in Å:
O -1.8929 0.4393 1.1129  -0.005
C -2.2866 -0.0305 0.0175  -0.224
N -1.2185 -0.3622 -0.8588  0.071
N 0.0804 -0.1488 -0.3734  -0.181
C 0.7508 0.9957 -0.5075  -0.039
C 2.0598 0.6938 0.0964  -0.167
N 2.1333 -0.5699 0.4412  -0.011
N 0.9214 -1.1504 0.2365  0.061
H -3.4245 0.0324 -0.3480  0.171
H -1.1214 -1.1920 -1.3577  0.108
H 0.4263 1.7890 -1.2418  0.137
H 2.7020 1.5210 0.2866  0.077

Summary:
Gap between HOMO and LUMO = 9.98 eV
SMILES = O=CNn1ccnn1
Net charge = 0



An isolated ion of composition C18H41N5O6P and charge +1, computed with ωB97M-V with the def2-TZVPD basis set.

Each line ends with the Löwdin charge.
Positions of all 71 atoms, in Å:
C 6.5233 -2.7574 0.7301  -0.117
O 5.1940 -2.6555 0.2684  -0.181
C 4.8223 -1.4306 -0.3303  -0.235
C 5.4718 -0.1689 0.2215  -0.184
C 4.7546 1.0902 -0.2999  -0.209
C 4.5950 2.1803 0.7584  -0.205
C 3.6820 1.8419 1.9446  -0.206
C 2.3468 1.1926 1.5754  -0.195
C 1.3019 2.2061 1.0709  -0.172
C 0.4930 1.7182 -0.1495  -0.164
C -0.9965 1.5971 0.1603  -0.126
N -1.7019 0.5798 -0.6850  -0.019
C -1.6875 0.8790 -2.1454  -0.143
C -0.4683 0.3146 -2.8592  -0.089
C -0.3726 -1.1921 -2.8447  -0.551
N -1.3512 -1.8625 -3.5474  0.166
O 0.4710 -1.7428 -2.1983  0.097
C -2.9686 0.4500 -0.1444  -0.363
N -3.9614 1.2018 -0.6132  0.118
P -5.6521 1.0776 -0.2296  0.396
O -6.1341 -0.2848 -0.1789  -0.189
O -5.8191 1.9244 1.0820  -0.072
O -6.1982 2.0238 -1.3784  -0.084
N -3.2336 -0.3803 0.8904  0.010
C -3.4053 0.3815 2.2003  -0.206
N -2.4526 -0.0886 3.1748  0.044
C -2.3844 -1.5878 0.9122  -0.101
C -2.6628 -2.4044 -0.3521  -0.423
C -4.0037 -3.1349 -0.2516  -0.016
O -1.6663 -3.3879 -0.5303  -0.017
H 6.7082 -3.8118 0.9248  0.089
H 7.2473 -2.4219 -0.0179  0.090
H 6.6754 -2.2092 1.6635  0.084
H 4.9825 -1.4876 -1.4156  0.130
H 3.7431 -1.3471 -0.1756  0.110
H 6.5202 -0.1147 -0.0703  0.114
H 5.4201 -0.1868 1.3123  0.111
H 5.3420 1.5164 -1.1161  0.113
H 3.7943 0.8208 -0.7492  0.094
H 5.5901 2.3852 1.1639  0.116
H 4.2784 3.1094 0.2783  0.105
H 3.4607 2.7814 2.4610  0.112
H 4.2001 1.2218 2.6761  0.105
H 2.4989 0.4109 0.8315  0.081
H 1.9663 0.6807 2.4624  0.114
H 1.8307 3.1185 0.7889  0.108
H 0.6368 2.4819 1.8917  0.110
H 0.8375 0.7182 -0.4128  0.102
H 0.6578 2.3790 -1.0004  0.117
H -1.5102 2.5644 0.0750  0.135
H -1.0737 1.2632 1.1973  0.112
H -1.6988 1.9642 -2.3127  0.130
H -2.5967 0.4681 -2.5847  0.123
H 0.4597 0.6826 -2.4426  0.098
H -0.5163 0.6662 -3.8949  0.134
H -1.1587 -2.8590 -3.5526  0.119
H -1.5068 -1.5244 -4.4881  0.109
H -3.7243 1.8983 -1.3096  0.129
H -5.5454 2.8505 1.0472  0.113
H -6.6461 1.4903 -2.0551  0.114
H -4.4498 0.2875 2.5027  0.115
H -3.2152 1.4403 2.0290  0.114
H -2.7220 -1.0043 3.5159  0.085
H -2.4966 0.5211 3.9844  0.096
H -2.7296 -2.2043 1.7421  0.133
H -1.3295 -1.3804 1.0884  0.129
H -2.6961 -1.7543 -1.2373  0.110
H -4.5025 -3.1819 -1.2171  0.084
H -4.6748 -2.6398 0.4484  0.071
H -3.8047 -4.1506 0.0856  0.092
H -0.7877 -3.0233 -0.3687  0.086

Summary:
Gap between HOMO and LUMO = 7.61 eV
SMILES = COCCCCCCCCCN(CCC(N)=O)/C(NP(=O)(O)O)=[N+](/CN)C[C@H](C)O
Net charge = +1



H2O7P2S4SbTc as an isolated structure, computed with ωB97M-V with the def2-TZVPD basis set.

Each line ends with the Löwdin charge.
Positions of all 17 atoms, in Å:
Tc -0.6113 -0.1987 -0.5868  0.931
O 2.7316 0.4280 1.8191  0.062
P 1.4004 0.4182 1.0985  0.338
O 0.3570 -0.2375 2.1255  -0.516
O 1.3111 -0.5032 -0.1414  -0.369
O 0.9056 1.8672 0.7297  -0.211
P -0.2392 2.5167 -0.3695  0.391
O 0.3600 1.9101 -1.7160  -0.114
O -0.4149 3.9262 -0.1825  -0.107
O -1.4226 1.4462 -0.1822  -0.412
H 3.2948 1.2023 1.9440  0.164
H 0.7303 2.5192 -2.3674  0.142
S -3.6787 -3.2081 0.4117  0.127
Sb -2.0030 -3.9701 -0.7014  0.349
S -0.9744 -0.9875 1.3944  0.822
S -1.1995 -1.7186 -1.9460  0.240
S -0.5471 -5.4104 -1.3295  0.165

Summary:
Gap between HOMO and LUMO (spin up / spin down) = 5.87 / 5.89 eV
Net charge = +2



C4H5LiOTl as an isolated structure, computed with ωB97M-V with the def2-TZVPD basis set.

Each line ends with the Löwdin charge.
Positions of all 12 atoms, in Å:
O 0.6909 -0.1774 0.0945  -0.496
C -0.5088 -0.3855 -0.1514  -0.527
C -1.5095 0.0791 -0.9323  -0.053
Tl 2.5273 -1.5946 -0.0123  1.047
Li 1.1864 1.2439 1.1837  0.788
H -1.1750 0.2468 -1.9506  0.070
H -2.2915 0.7721 -0.6424  0.096
C -1.8118 -1.1575 0.4150  -0.195
C -2.4747 -2.2418 -0.0380  0.046
H -3.0839 -2.8410 0.6252  0.064
H -1.8943 -0.9416 1.4749  0.093
H -2.4304 -2.5446 -1.0758  0.068

Summary:
Gap between HOMO and LUMO = 4.46 eV
Net charge = +1



Max |F| (hartree/bohr)
0.0434, 0.0518, 0.0905, 0.0347, 0.0478, 0.1923